--- one ---
{
  "formula": "C3H10NS",
  "method": "ωB97M-V/def2-TZVPD",
  "symbols": ["C", "N", "H", "H", "H", "H", "C", "S", "C", "H", "H", "H", "H", "H", "H"],
  "coordinates": [[1.86, -1.28, -1.17], [1.37, -0.23, -0.63], [2.94, -1.39, -1.20], [1.20, -2.05, -1.54], [0.38, -0.13, -0.42], [1.97, 0.53, -0.34], [-1.39, 1.40, -0.42], [-2.16, 0.72, 1.07], [-0.82, -0.38, 1.61], [-1.41, 0.71, -1.26], [-0.35, 1.68, -0.24], [-1.92, 2.30, -0.73], [-1.12, -0.81, 2.56], [-0.68, -1.23, 0.93], [0.11, 0.16, 1.78]],
  "nbo_charge": [0.165, -0.582, 0.240, 0.240, 0.469, 0.445, -0.772, 0.266, -0.778, 0.200, 0.178, 0.272, 0.271, 0.185, 0.200],
  "charge": 1,
  "homo_lumo_gap_ev": 6.4,
  "e_homo_ev": -12.22
}

***

--- two ---
{
  "formula": "C3H10NS",
  "method": "ωB97M-V/def2-TZVPD",
  "symbols": ["C", "N", "H", "H", "H", "H", "C", "S", "C", "H", "H", "H", "H", "H", "H"],
  "coordinates": [[1.38, -0.24, 0.88], [2.24, -0.74, -0.28], [1.54, -0.91, 1.80], [1.36, 0.92, 1.04], [2.80, -1.45, 0.14], [1.66, -1.35, -0.94], [0.18, 1.43, -1.07], [-0.49, -0.33, 0.19], [-2.82, 0.13, 0.15], [-0.58, 2.00, -0.55], [0.21, 1.32, -2.15], [1.26, 1.56, -0.72], [-2.68, -0.62, 0.93], [-2.77, 1.13, 0.50], [-3.00, -0.12, -0.88]],
  "nbo_charge": [-0.201, -0.813, 0.251, 0.231, 0.382, 0.392, -0.448, 0.033, -0.208, 0.214, 0.239, 0.237, 0.239, 0.217, 0.234],
  "charge": 1,
  "homo_lumo_gap_ev": 7.8,
  "e_homo_ev": -14.34
}

***

Most stable to least stable: one, two